{"formula": "C28H21I2N9OSTi", "method": "ωB97M-V/def2-TZVPD", "species": ["Ti", "N", "C", "S", "N", "N", "C", "C", "C", "C", "C", "C", "C", "C", "C", "C", "C", "C", "N", "H", "H", "H", "H", "H", "H", "H", "H", "H", "H", "H", "N", "C", "C", "N", "C", "C", "N", "C", "C", "N", "H", "H", "H", "H", "H", "H", "I", "C", "C", "C", "I", "C", "C", "C", "C", "N", "C", "C", "O", "H", "H", "H", "H"], "coordinates": [[0.10463, 0.00300, -0.25582], [1.83913, -4.10753, 0.29758], [1.28369, -2.87680, 0.22358], [0.48173, -2.31446, -1.21170], [1.30510, -2.21484, 1.37525], [0.40718, -1.15860, 1.39289], [-0.35096, -1.05585, 2.53942], [-0.33230, -2.03135, 3.59723], [-1.52662, -2.51940, 4.18142], [-1.46171, -3.38012, 5.25815], [-0.21660, -3.79950, 5.77955], [0.94669, -3.31600, 5.19024], [0.89573, -2.43657, 4.12849], [-1.17922, 0.10727, 2.53834], [-2.06265, 0.46652, 3.60144], [-2.80925, 1.63986, 3.50694], [-2.70673, 2.39382, 2.31084], [-1.77272, 2.05013, 1.33850], [-1.06262, 0.87751, 1.39207], [2.05485, -4.46849, -0.62386], [2.54673, -4.18303, 1.02521], [-2.47819, -2.19768, 3.77687], [-2.39937, -3.77487, 5.70649], [-0.19923, -4.47001, 6.63649], [1.89414, -3.63985, 5.62604], [1.81396, -2.12970, 3.61834], [-2.09510, -0.20675, 4.47556], [-3.50358, 1.90406, 4.33174], [-3.32456, 3.25921, 2.11696], [-1.66804, 2.69762, 0.46714], [4.42904, 0.44552, -1.31441], [4.58263, 0.38756, 0.04410], [3.31923, 0.18882, 0.55793], [2.40105, 0.11263, -0.44690], [3.09148, 0.29981, -1.58051], [2.57324, 0.51502, -2.89977], [1.34240, 0.19718, -3.27095], [1.27760, 0.38326, -4.61390], [2.47430, 0.81241, -5.11827], [3.32645, 0.85101, -4.05136], [5.13076, 0.57809, -2.05692], [5.55232, 0.42487, 0.51256], [3.03211, 0.02423, 1.58860], [0.34733, 0.22964, -5.10465], [2.78717, 0.99359, -6.15244], [4.25544, 1.23713, -4.03005], [1.04888, 4.98385, -1.51450], [-0.39346, 3.68904, -2.24446], [-1.32759, 4.20702, -3.16739], [-2.37901, 3.41061, -3.62093], [-3.73041, 4.26907, -5.00298], [-2.53663, 2.02431, -3.17816], [-3.56965, 1.13404, -3.43678], [-3.56052, -0.15932, -2.88631], [-2.51986, -0.55829, -2.08325], [-1.52009, 0.30042, -1.73641], [-1.46652, 1.51166, -2.30697], [-0.40293, 2.33602, -1.87462], [0.43130, 1.78330, -0.98841], [-1.22460, 5.22740, -3.49831], [-4.31318, 1.43001, -4.20482], [-4.38508, -0.86769, -3.08690], [-2.49733, -1.51983, -1.57320]], "nbo_charge": [1.52, -0.80, 0.28, -0.32, -0.46, -0.46, 0.12, 0.00, -0.23, -0.22, -0.22, -0.21, -0.20, 0.14, -0.22, -0.19, -0.30, 0.07, -0.59, 0.38, 0.39, 0.22, 0.21, 0.21, 0.21, 0.24, 0.23, 0.22, 0.22, 0.21, -0.50, -0.09, -0.05, -0.47, 0.33, 0.29, -0.40, -0.08, -0.08, -0.52, 0.42, 0.23, 0.24, 0.21, 0.23, 0.41, 0.17, -0.27, -0.23, -0.17, 0.13, -0.11, -0.12, -0.26, 0.07, -0.48, 0.12, 0.39, -0.81, 0.24, 0.24, 0.23, 0.23], "s_squared": 2.0175, "lumo_ev": [-0.43, -0.47], "orbital_gap_ev": [5.0, 6.6], "e_above_lowest_kcal_mol": 0.0, "spin_multiplicity": 3}

{"formula": "C28H21IrN2O4P", "method": "ωB97M-V/def2-TZVPD", "species": ["Ir", "C", "C", "C", "C", "C", "C", "P", "C", "C", "C", "C", "C", "C", "C", "C", "C", "C", "C", "C", "C", "C", "C", "C", "H", "H", "H", "H", "H", "H", "H", "H", "H", "H", "H", "H", "H", "H", "H", "H", "C", "C", "N", "C", "C", "N", "C", "O", "O", "C", "O", "O", "H", "H", "H", "H", "H"], "coordinates": [[-0.84512, 1.55819, -1.26296], [1.50831, -0.19383, 3.41215], [1.62438, 0.98622, 2.68813], [1.41331, 0.97657, 1.31951], [1.08659, -0.21728, 0.67245], [0.98253, -1.39887, 1.39699], [1.19740, -1.38326, 2.76820], [0.88008, -0.15531, -1.13594], [2.53537, -0.53985, -1.75672], [3.64300, -0.53578, -0.91050], [4.88880, -0.86891, -1.41601], [5.03884, -1.17920, -2.76024], [3.94031, -1.15321, -3.61046], [2.69225, -0.82393, -3.11638], [-0.12856, -1.58669, -1.60233], [0.41422, -2.84151, -1.77656], [-0.41470, -3.94194, -2.04047], [-1.77330, -3.77377, -2.09886], [-2.35095, -2.49049, -1.97139], [-3.74919, -2.29975, -2.04950], [-4.28518, -1.04411, -1.93933], [-3.44352, 0.07272, -1.80566], [-2.07658, -0.05562, -1.70281], [-1.51289, -1.36575, -1.75271], [1.67010, -0.18741, 4.48184], [1.88781, 1.90747, 3.19124], [1.51816, 1.89244, 0.74747], [0.74736, -2.32777, 0.89301], [1.12095, -2.30218, 3.33416], [3.53464, -0.29842, 0.13830], [5.74448, -0.88763, -0.75523], [6.01515, -1.43536, -3.14834], [4.05930, -1.38828, -4.65921], [1.83126, -0.80357, -3.77364], [1.48416, -2.98588, -1.69950], [0.02424, -4.91970, -2.18349], [-2.42188, -4.62822, -2.24522], [-4.38674, -3.15839, -2.21659], [-5.35640, -0.90457, -1.98249], [-3.89595, 1.05945, -1.80346], [-2.22405, -0.12930, 2.00519], [-1.79059, 1.28644, 1.93313], [-1.36816, 1.91511, 0.84827], [-1.10234, 3.21948, 1.18681], [-1.35900, 3.38338, 2.51265], [-1.78945, 2.15537, 2.95408], [-1.30589, 4.51663, 3.48228], [-0.94589, 5.67976, 3.01060], [-1.60006, 4.29057, 4.62836], [-0.64082, 4.16554, 0.13161], [-0.36890, 5.31602, 0.43199], [-0.57818, 3.62281, -1.03209], [-2.11504, -0.59645, 1.02871], [-3.26976, -0.18762, 2.30982], [-1.62786, -0.67864, 2.73381], [-2.04969, 1.99883, 3.91944], [-0.70634, 5.66545, 2.04788]], "nbo_charge": [0.97, -0.19, -0.21, -0.24, -0.31, -0.16, -0.23, 1.15, -0.31, -0.20, -0.20, -0.16, -0.19, -0.21, -0.37, -0.18, -0.22, -0.16, 0.02, -0.19, -0.20, -0.27, -0.16, -0.13, 0.23, 0.24, 0.23, 0.22, 0.23, 0.23, 0.24, 0.23, 0.23, 0.23, 0.23, 0.23, 0.23, 0.23, 0.23, 0.22, -0.67, 0.45, -0.44, -0.02, 0.03, -0.46, 0.77, -0.64, -0.57, 0.79, -0.60, -0.75, 0.25, 0.26, 0.25, 0.47, 0.52], "lumo_ev": [-5.50, -5.50], "total_charge": 1, "orbital_gap_ev": [5.8, 5.9], "e_above_lowest_kcal_mol": 32.3, "spin_multiplicity": 1}